a | This record from the Open Molecules 2025 dataset describes 4 unconnected molecules or ions with the total composition C4H9FS. The level of theory is wB97M-V/def2-TZVPD.

The geometry in ORCA input format:
```
! RIJCOSX wB97M-V def2-TZVPD def2/J DEFGRID3
* xyz 0 1
C 0.5843 -0.2993 1.2413
C 0.0135 0.2142 -0.0891
C 1.0939 0.6379 -0.9151
C -0.9234 -0.7233 -0.6983
H 0.2188 0.8330 2.1736
H -0.1794 -1.5964 1.5206
H 2.0150 -0.5976 1.0618
H 1.4817 -0.4216 -1.1415
H 1.8754 1.0449 -0.3029
H 0.6721 1.3187 -1.7350
H -1.9612 0.8838 1.0595
H -0.3207 -1.6599 -0.5040
H -1.2026 -0.4979 -1.6922
F -2.1327 -0.7307 -0.0813
S -1.2346 1.5942 0.1027
*
```

Its HOMO energy is -8.91 eV.



b | This record from the Open Molecules 2025 dataset describes C4H9FS in the gas phase. The level of theory is wB97M-V/def2-TZVPD.

The geometry in ORCA input format:
```
! RIJCOSX wB97M-V def2-TZVPD def2/J DEFGRID3
* xyz 0 1
C 1.1119 -0.1309 -1.2585
C 0.1629 0.5117 -0.2718
C 0.1497 -0.2128 0.9969
C -1.1517 0.0221 1.7685
H -0.1512 -0.0416 -3.1316
H 0.7365 -1.1912 -1.4261
H 2.1172 -0.1707 -0.8268
H -0.8820 0.3580 -0.6942
H 0.4006 1.5896 -0.0769
H 0.0576 -1.2535 0.6103
H 1.0059 -0.2683 1.6158
H -1.0963 1.0475 2.0753
H -1.3336 -0.6919 2.5831
F -2.1692 -0.1461 0.9013
S 1.0417 0.5780 -2.8652
*
```

Its HOMO energy is -8.97 eV. As for the SMILES: FCCCCS.



So which one is most stable? That would be b, about 126.3 kcal/mol below the next structure.



a | This record from the Open Molecules 2025 dataset describes a molecular structure, C24H32InN7O2S. The level of theory is wB97M-V/def2-TZVPD.

The geometry in ORCA input format:
```
! RIJCOSX wB97M-V def2-TZVPD def2/J DEFGRID3
* xyz 2 1
In 0.2571 0.3585 -0.2043
C 0.8342 3.4992 -1.2226
C 2.1675 2.7649 -1.3004
N 1.9950 1.3584 -1.7129
C 1.8619 1.1460 -3.1575
C 0.4508 1.3854 -3.7060
S -0.9111 0.8019 -2.6458
C -1.7924 2.3516 -2.2465
C -1.5420 2.8992 -0.8406
N -0.1414 2.7287 -0.4334
H 1.0003 4.4805 -0.7795
H 0.4274 3.6782 -2.2152
H 2.8267 3.2974 -1.9882
H 2.6381 2.7654 -0.3215
H 2.7917 0.8263 -1.3824
H 2.5345 1.8020 -3.7133
H 2.1674 0.1260 -3.3690
H 0.2645 2.4363 -3.9031
H 0.3435 0.8625 -4.6542
H -1.5226 3.0624 -3.0244
H -2.8524 2.1538 -2.3565
H -1.8451 3.9472 -0.8378
H -2.1662 2.3788 -0.1146
H -0.0705 2.9487 0.5523
C -0.6610 -2.1019 1.9158
N 0.4575 -1.1792 1.7920
C 1.7608 -1.8426 1.6789
C 1.9598 -2.1649 0.2315
N 1.2733 -1.5921 -0.7378
C 1.7023 -2.2029 -1.9322
C 1.2370 -2.0728 -3.2400
C 1.8295 -2.8572 -4.2082
C 2.8552 -3.7640 -3.8895
C 3.2914 -3.9331 -2.5917
C 2.6821 -3.1386 -1.6273
N 2.8098 -3.0909 -0.2380
C -1.8614 -1.5439 1.2307
N -1.8418 -0.8046 0.1379
C -3.2018 -0.7605 -0.2872
C -3.8235 -0.2979 -1.4503
C -5.1940 -0.4201 -1.5566
C -5.9655 -1.0145 -0.5466
C -5.3676 -1.5420 0.5751
C -3.9884 -1.4117 0.6610
N -3.0957 -1.9051 1.5996
H -0.8892 -2.3362 2.9542
H -0.4118 -3.0416 1.4204
H 0.4423 -0.5280 2.5641
H 1.8276 -2.7544 2.2755
H 2.5427 -1.1658 2.0108
H 0.4050 -1.4190 -3.4783
H 1.4836 -2.7945 -5.2329
H 3.2946 -4.3613 -4.6782
H 4.0554 -4.6595 -2.3409
H 3.4342 -3.6515 0.3208
H -3.2660 0.0723 -2.2894
H -5.6850 -0.0729 -2.4570
H -7.0382 -1.0933 -0.6697
H -5.9422 -2.0474 1.3425
H -3.3302 -2.4547 2.4097
C 2.1166 2.2222 3.0953
C 1.3770 1.5603 1.9734
O 2.0311 0.9984 1.0216
O 0.1091 1.5428 1.9343
H 2.8672 1.5410 3.4971
H 1.4344 2.5417 3.8755
H 2.6559 3.0885 2.7059
*
```

Its HOMO energy is -14.10 eV.



b | This record from the Open Molecules 2025 dataset describes a molecular structure, C24H32InN7O2S. The level of theory is wB97M-V/def2-TZVPD.

The geometry in ORCA input format:
```
! RIJCOSX wB97M-V def2-TZVPD def2/J DEFGRID3
* xyz 2 1
In -0.5816 -0.1250 -0.2998
C 1.2176 -2.7769 -2.1103
C 1.6512 -1.3964 -2.6009
N 0.5709 -0.4092 -2.4732
C -0.4650 -0.4755 -3.5143
C -1.5661 -1.5323 -3.3252
S -2.1742 -1.8424 -1.6324
C -1.6265 -3.5563 -1.3251
C -0.3598 -3.7101 -0.4741
N 0.6286 -2.6833 -0.7715
H 0.4848 -3.1990 -2.7953
H 2.0827 -3.4449 -2.1301
H 2.4963 -1.0576 -2.0029
H 1.9752 -1.4811 -3.6423
H 0.9680 0.5241 -2.5219
H -0.9275 0.5041 -3.5625
H -0.0122 -0.6759 -4.4907
H -2.4432 -1.2011 -3.8792
H -1.2791 -2.4989 -3.7312
H -2.4611 -4.0452 -0.8252
H -1.5147 -4.0280 -2.2989
H -0.6163 -3.6234 0.5844
H 0.0213 -4.7245 -0.6396
H 1.3740 -2.7209 -0.0856
C -0.6319 -1.5790 2.6934
N -1.6457 -1.0115 1.7956
C -2.4160 0.1079 2.3608
C -1.7428 1.4159 2.0962
N -0.7384 1.5615 1.2674
C -0.5060 2.9311 1.1638
C 0.4153 3.6443 0.4040
C 0.3851 5.0199 0.4993
C -0.5331 5.6780 1.3299
C -1.4464 4.9835 2.0973
C -1.4105 3.5983 1.9990
N -2.1774 2.5952 2.5777
C 0.7639 -1.3249 2.2082
N 1.0813 -0.6319 1.1422
C 2.4690 -0.6216 1.0595
C 3.3245 0.0095 0.1603
C 4.6806 -0.1650 0.3499
C 5.1789 -0.9391 1.4074
C 4.3429 -1.5433 2.3249
C 2.9792 -1.3578 2.1360
N 1.8620 -1.7929 2.8377
H -0.7253 -1.1534 3.6969
H -0.7733 -2.6569 2.7976
H -2.3073 -1.7297 1.5302
H -3.3853 0.1446 1.8603
H -2.5912 -0.0243 3.4321
H 1.1196 3.1288 -0.2360
H 1.0826 5.6121 -0.0775
H -0.5241 6.7586 1.3688
H -2.1518 5.4916 2.7413
H -2.9404 2.7384 3.2188
H 2.9313 0.6401 -0.6282
H 5.3797 0.3190 -0.3186
H 6.2490 -1.0551 1.5114
H 4.7296 -2.1211 3.1538
H 1.8803 -2.3166 3.6992
C -3.2024 2.7434 -1.8262
C -2.3376 1.6496 -1.2626
O -1.1106 1.6053 -1.6150
O -2.8004 0.7945 -0.4694
H -2.7016 3.7020 -1.6950
H -4.1758 2.7501 -1.3464
H -3.3230 2.5806 -2.8979
*
```

Its HOMO energy is -13.82 eV.



So which one is most stable? That would be a, about 8.2 kcal/mol below the next structure.



a | This record from the Open Molecules 2025 dataset describes C23H29N3O3 in the gas phase. The level of theory is wB97M-V/def2-TZVPD.

The geometry in ORCA input format:
```
! RIJCOSX wB97M-V def2-TZVPD def2/J DEFGRID3
* xyz 0 1
C -3.7813 -3.0306 0.8208
H -3.3464 -2.5458 1.6902
H -3.0461 -3.0136 0.0189
H -3.9892 -4.0675 1.0768
C -5.0707 -2.3271 0.3739
C -4.7456 -0.8884 0.0036
C -4.2043 -0.0377 0.9612
C -3.8771 1.2766 0.6808
C -4.0912 1.7805 -0.5946
C -4.6360 0.9462 -1.5649
C -4.9563 -0.3635 -1.2668
H -5.3751 -0.9711 -2.0520
H -4.8021 1.3445 -2.5541
O -3.7820 3.0565 -1.0023
C -3.2902 3.9607 -0.0419
C -1.8971 3.6145 0.5072
O -1.5101 4.0111 1.5797
N -1.1824 2.8466 -0.3554
N 0.0411 2.3698 -0.0625
C 0.6089 1.5935 -0.8963
C 1.9116 1.0353 -0.6462
C 2.5016 0.1631 -1.5634
C 3.7408 -0.3848 -1.3269
C 4.4584 -0.0789 -0.1597
C 3.8611 0.7998 0.7582
C 2.6205 1.3395 0.5203
H 2.1719 2.0201 1.2261
H 4.3809 1.0837 1.6596
N 5.6762 -0.6708 0.0680
C 6.5544 -1.0266 -1.0299
C 7.9952 -0.5812 -0.7050
H 8.5475 -0.3952 -1.6275
O 7.9926 0.6360 -0.0023
C 7.4321 0.5137 1.2926
C 6.3660 -0.5948 1.3307
H 5.6627 -0.4296 2.1442
H 6.8471 -1.5659 1.5013
H 8.2240 0.2990 2.0266
H 6.9956 1.4899 1.5173
H 8.5262 -1.3556 -0.1325
H 6.5348 -2.1104 -1.2138
H 6.2214 -0.5089 -1.9312
H 4.1500 -1.0807 -2.0429
H 1.9716 -0.0971 -2.4693
H 0.1185 1.3137 -1.8408
H -1.6204 2.5784 -1.2420
H -3.2243 4.9237 -0.5587
H -3.9789 4.0713 0.8043
H -3.4486 1.8868 1.4605
H -4.0199 -0.3963 1.9623
C -5.6645 -3.1165 -0.7959
H -6.5948 -2.6689 -1.1378
H -5.8795 -4.1336 -0.4742
H -4.9660 -3.1689 -1.6278
C -6.0905 -2.3331 1.5211
H -6.9984 -1.8151 1.2193
H -6.3485 -3.3558 1.7880
H -5.6953 -1.8406 2.4050
*
```

Its HOMO energy is -7.42 eV. As for the SMILES: CC(C)(C)c1ccc(OCC(=O)N/N=C/c2ccc(N3CCOCC3)cc2)cc1.



b | This record from the Open Molecules 2025 dataset describes C23H29N3O3 in the gas phase. The level of theory is wB97M-V/def2-TZVPD.

The geometry in ORCA input format:
```
! RIJCOSX wB97M-V def2-TZVPD def2/J DEFGRID3
* xyz 0 1
C 3.8563 0.7115 4.4827
N 2.9408 1.7366 4.0452
C 2.0872 1.4892 2.9945
C 2.1707 0.3117 2.2371
C 1.3446 0.0961 1.1555
C 0.3999 1.0404 0.7720
C 0.2916 2.1974 1.5309
C 1.1117 2.4222 2.6172
H 0.9870 3.3388 3.1696
H -0.4482 2.9431 1.2719
C -0.5142 0.7932 -0.3930
N 0.1901 0.5814 -1.6573
C -0.5787 0.0783 -2.6524
O -1.7936 -0.0249 -2.5216
C 0.0638 -0.3578 -3.8995
C -0.5619 -0.6529 -5.0861
C 0.4456 -1.1008 -5.9642
C 1.6052 -1.0578 -5.2488
O 1.3869 -0.6113 -4.0072
H 2.6141 -1.3148 -5.5070
H 0.3256 -1.4149 -6.9806
H -1.6093 -0.5541 -5.2822
C 1.5570 0.9559 -1.7992
C 1.9380 1.9449 -2.8647
C 1.9653 2.3523 -1.4266
H 2.9151 2.4852 -0.9328
H 1.2003 3.0292 -1.0820
H 1.1489 2.3425 -3.4854
H 2.8698 1.7945 -3.3870
H 2.2642 0.1602 -1.5875
H -1.2110 1.6345 -0.5137
C -1.3069 -0.5030 -0.0947
O -0.7811 -1.5873 -0.2081
N -2.5388 -0.2745 0.4063
H -2.9099 0.6527 0.2742
C -3.5429 -1.3059 0.6254
H -4.3609 -0.8053 1.1524
C -3.0196 -2.4840 1.4706
C -2.9663 -3.6756 0.5161
H -3.0346 -4.6296 1.0376
C -4.1393 -3.4246 -0.4251
H -4.0801 -4.0140 -1.3384
H -5.0808 -3.6577 0.0781
C -4.0428 -1.9260 -0.6976
H -4.9907 -1.4948 -1.0176
H -3.3000 -1.7307 -1.4712
H -2.0338 -3.6387 -0.0451
H -2.0451 -2.2568 1.8960
H -3.7164 -2.6831 2.2864
H 1.4112 -0.8324 0.6097
H 2.8785 -0.4576 2.4972
C 2.6304 2.7958 4.9757
H 3.3433 2.7772 5.7966
H 1.6223 2.6927 5.3938
H 2.7074 3.7704 4.4872
H 3.3402 -0.1685 4.8866
H 4.4895 0.3950 3.6522
H 4.5043 1.1162 5.2574
*
```

Its HOMO energy is -7.55 eV. As for the SMILES: CN(C)c1ccc([C@H](C(=O)NC2CCCC2)N(C(=O)c2ccco2)C2CC2)cc1.



So which one is most stable? That would be b, about 12.4 kcal/mol below the next structure.



a | This record from the Open Molecules 2025 dataset describes a gas-phase ion, CH5INO (charge +1). The level of theory is wB97M-V/def2-TZVPD.

The geometry in ORCA input format:
```
! RIJCOSX wB97M-V def2-TZVPD def2/J DEFGRID3
* xyz 1 1
C -0.2275 -0.3218 0.3170
N 0.5962 0.8039 -0.2297
O 0.1501 -1.3644 -0.4705
I -2.5089 0.3249 0.0601
H -0.1259 -0.4900 1.3901
H 1.5986 0.7143 -0.1177
H 0.4083 1.6803 0.4613
H 0.4360 0.7718 -1.1790
H -0.3267 -2.1188 -0.2316
*
```

Its HOMO energy is -14.17 eV. As for the SMILES: [NH3+][C@H](O)I.



b | This record from the Open Molecules 2025 dataset describes a molecular structure, CH5INO. The level of theory is wB97M-V/def2-TZVPD.

The geometry in ORCA input format:
```
! RIJCOSX wB97M-V def2-TZVPD def2/J DEFGRID3
* xyz 1 1
C 0.2558 -0.7055 0.6549
N 0.7955 0.8993 -0.3080
O 0.9140 -1.5443 0.2378
I -3.0691 0.3465 0.3702
H -3.0845 -1.0981 0.8566
H 0.8429 1.6369 0.3814
H 0.0687 1.2587 -0.9529
H 1.6137 0.9634 -0.9352
H 1.6630 -1.7569 -0.3049
*
```

Its HOMO energy is -13.25 eV.



So which one is most stable? That would be a, about 59.6 kcal/mol below the next structure.



a | This record from the Open Molecules 2025 dataset describes 2 unconnected molecules or ions with the total composition H5N3. The level of theory is wB97M-V/def2-TZVPD.

The geometry in ORCA input format:
```
! RIJCOSX wB97M-V def2-TZVPD def2/J DEFGRID3
* xyz 0 1
N 1.1069 0.4871 0.2124
N -0.4302 -1.1097 0.1575
N 0.1627 -0.1343 -0.5409
H 0.6895 0.9077 1.1722
H 1.4426 1.2888 -0.2467
H -0.7152 -1.7092 -0.6111
H -1.2731 -0.9138 0.8485
H -0.9833 1.1833 -0.9919
*
```

Its HOMO energy (spin up / spin down) is -7.95 / -8.44 eV.



b | This record from the Open Molecules 2025 dataset describes H5N3 in the gas phase. The level of theory is wB97M-V/def2-TZVPD.

The geometry in ORCA input format:
```
! RIJCOSX wB97M-V def2-TZVPD def2/J DEFGRID3
* xyz 0 1
N 1.0775 0.2592 -0.4186
N -1.0153 -0.2460 0.5640
N 0.1724 -0.7231 -0.0513
H 0.6809 0.8050 -1.2393
H 1.4583 0.9174 0.2739
H -0.9967 -0.2336 1.6052
H -1.3884 0.5725 0.1543
H 0.0114 -1.3514 -0.8881
*
```

Its HOMO energy is -8.52 eV. As for the SMILES: NNN.



So which one is most stable? That would be b, about 73.2 kcal/mol below the next structure.



a | This record from the Open Molecules 2025 dataset describes 2 unconnected molecules or ions with the total composition C2H7O2. The level of theory is wB97M-V/def2-TZVPD.

The geometry in ORCA input format:
```
! RIJCOSX wB97M-V def2-TZVPD def2/J DEFGRID3
* xyz 1 1
C 0.7699 1.0201 0.4445
C -0.2112 -1.1685 -0.5101
O -1.4331 0.4872 0.6781
O -0.3863 0.3054 -0.2101
H 0.6280 1.0974 1.4802
H 1.7509 0.6954 0.1697
H 0.8424 2.0960 0.0809
H 0.6459 -1.1269 -1.0478
H -0.4347 -1.8522 0.3598
H -1.0349 -1.3192 -1.1175
H -2.6727 0.5237 -0.2076
*
```

Its HOMO energy (spin up / spin down) is -17.07 / -17.07 eV.



b | This record from the Open Molecules 2025 dataset describes 2 unconnected molecules or ions with the total composition C2H7O2. The level of theory is wB97M-V/def2-TZVPD.

The geometry in ORCA input format:
```
! RIJCOSX wB97M-V def2-TZVPD def2/J DEFGRID3
* xyz 1 1
O -0.7128 -0.9657 1.2795
H -1.0916 -0.4428 2.0261
H 1.1595 0.6828 -1.8501
H -0.3083 -1.7541 1.6606
C 0.9914 0.1210 -0.9185
C 0.0323 0.8169 -0.0891
O -1.1787 0.9969 -0.5166
H 0.4762 -0.7820 -1.2692
H 1.9741 -0.0620 -0.4997
H 0.2212 1.2452 0.8913
H -1.5635 0.1437 -0.7142
*
```

Its HOMO energy is -17.32 eV.



c | This record from the Open Molecules 2025 dataset describes 2 unconnected molecules or ions with the total composition C2H7O2. The level of theory is wB97M-V/def2-TZVPD.

The geometry in ORCA input format:
```
! RIJCOSX wB97M-V def2-TZVPD def2/J DEFGRID3
* xyz 1 1
O -0.3901 2.5839 0.5157
H -0.0219 1.6743 0.0192
H -1.2503 2.6809 0.9603
H 0.1540 3.0550 1.1728
O -0.2814 0.3324 -0.0897
C -0.0224 -0.8433 0.1494
C 0.4360 -1.8821 -0.7996
H -0.3454 -1.2437 1.1203
H 0.2911 -1.5406 -1.8299
H -0.0815 -2.8151 -0.5915
H 1.5118 -2.0016 -0.6269
*
```

Its HOMO energy is -15.47 eV.



So which one is most stable? That would be c, about 3.9 kcal/mol below the next structure.